No. 1
Formula: C20H23Cl3N4O3Se2V
Source: OMol25
Level of theory: the ωB97M-V functional and the def2-TZVPD basis

Positions of all 56 atoms, in Å:
V1 -2.36 -0.75 -0.87
O1 -6.32 -3.93 -3.83
C1 -6.73 -2.69 -3.28
C2 -5.53 -2.01 -2.57
C3 -6.16 -0.73 -1.99
O2 -5.24 0.16 -1.39
C4 -4.51 -1.74 -3.68
Se1 -2.81 -0.86 -3.29
C5 -5.06 -3.01 -1.52
Se2 -3.85 -2.47 -0.08
H1 -7.06 -4.29 -4.33
H2 -7.53 -2.85 -2.55
H3 -7.11 -2.03 -4.07
H4 -6.93 -1.04 -1.26
H5 -6.68 -0.22 -2.82
H6 -5.75 0.85 -0.96
H7 -4.99 -1.14 -4.46
H8 -4.25 -2.70 -4.13
H9 -4.62 -3.87 -2.02
H10 -5.94 -3.38 -0.99
Cl1 -2.77 -1.62 4.43
C6 -1.49 -0.63 3.72
Cl2 -1.46 0.98 4.42
Cl3 0.08 -1.42 3.88
C7 -1.80 -0.51 2.26
N1 -2.02 -0.50 1.14
C8 8.74 1.36 2.54
C9 7.25 1.55 2.59
C10 6.39 0.62 2.02
C11 5.01 0.77 2.08
C12 4.46 1.90 2.68
N2 3.07 2.11 2.78
C13 2.08 1.81 1.87
O3 0.91 1.84 2.19
N3 2.52 1.51 0.60
C14 1.68 1.16 -0.48
C15 2.14 1.36 -1.77
C16 1.32 1.01 -2.83
C17 0.08 0.47 -2.57
N4 -0.37 0.25 -1.33
C18 0.43 0.59 -0.31
C19 5.32 2.84 3.26
C20 6.68 2.65 3.22
H11 9.00 0.47 1.97
H12 9.17 1.25 3.54
H13 9.23 2.21 2.06
H14 6.79 -0.26 1.54
H15 4.36 0.00 1.67
H16 2.70 2.52 3.62
H17 3.47 1.74 0.38
H18 3.12 1.80 -1.95
H19 1.64 1.16 -3.85
H20 -0.59 0.20 -3.38
H21 0.06 0.42 0.69
H22 4.90 3.72 3.73
H23 7.33 3.39 3.68

Its net charge is 0. Its multiplicity is 4. The value obtained for the HOMO energy (spin up / spin down) is -6.2 / -6.7 eV. As for the energy above the lowest of the compared OMol25 structures with the same formula, charge and spin: 152.5 kJ/mol. The LUMO energy (spin up / spin down) is 0.2 / 0.1 eV. The HOMO-LUMO gap (spin up / spin down) is 0.2349 / 0.2497 Ha.

Atom charges from the Löwdin analysis, given in e for atoms 1 to 6: 0.2348, -0.0555, -0.2365, -0.5626, -0.2291, -0.1394


No. 2
Formula: C20H23ClN2O2
Source: OMol25
Level of theory: the ωB97M-V functional and the def2-TZVPD basis

Positions of all 48 atoms, in Å:
C1 -1.71 -5.34 3.10
C2 -0.89 -5.26 1.81
C3 -0.57 -3.82 1.40
C4 -1.81 -3.03 0.96
C5 -1.40 -1.65 0.52
O1 -1.30 -1.32 -0.64
N1 -1.12 -0.82 1.57
C6 -0.68 0.50 1.54
C7 -0.18 1.09 0.39
C8 0.25 2.41 0.39
C9 0.83 3.06 -0.83
O2 1.64 3.96 -0.75
N2 0.35 2.59 -2.00
C10 0.97 2.91 -3.26
C11 2.17 1.98 -3.55
C12 1.78 0.54 -3.36
C13 2.05 -0.10 -2.16
C14 1.64 -1.41 -1.95
C15 0.95 -2.08 -2.94
C16 0.68 -1.45 -4.14
C17 1.09 -0.14 -4.35
C18 0.20 3.14 1.57
C19 -0.28 2.57 2.73
C20 -0.72 1.26 2.71
Cl1 -1.32 0.54 4.18
H1 -2.70 -4.91 2.96
H2 -1.84 -6.38 3.39
H3 -1.20 -4.82 3.90
H4 0.05 -5.80 1.95
H5 -1.44 -5.75 1.00
H6 0.14 -3.85 0.56
H7 -0.08 -3.31 2.23
H8 -2.28 -3.54 0.12
H9 -2.52 -2.97 1.79
H10 -1.32 -1.16 2.50
H11 -0.11 0.47 -0.50
H12 -0.26 1.78 -1.99
H13 1.31 3.94 -3.21
H14 0.22 2.81 -4.05
H15 2.51 2.16 -4.57
H16 2.97 2.24 -2.86
H17 2.59 0.43 -1.38
H18 1.86 -1.89 -1.01
H19 0.62 -3.10 -2.78
H20 0.14 -1.97 -4.92
H21 0.87 0.35 -5.29
H22 0.56 4.16 1.57
H23 -0.32 3.13 3.65

Its net charge is 0. The value obtained for the HOMO energy is -8.8 eV. As for the energy above the lowest of the compared OMol25 structures with the same formula, charge and spin: 0.0 kJ/mol. The LUMO energy is 0.6 eV. The SMILES is CCCCC(=O)Nc1cc(C(=O)NCCc2ccccc2)ccc1Cl. The HOMO-LUMO gap is 0.3427 Ha.

Atom charges from the Löwdin analysis, given in e for atoms 1 to 6: -0.1108, -0.2642, -0.2076, -0.1090, -0.4612, 0.0779


No. 3
Formula: C20H23ClN4O10P2RuS
Source: OMol25
Level of theory: the ωB97M-V functional and the def2-TZVPD basis

Positions of all 62 atoms, in Å:
Ru1 0.27 0.10 -0.65
N1 0.57 2.92 2.19
C1 0.89 1.66 3.00
C2 1.46 2.03 4.35
P1 1.92 0.59 1.93
O1 3.42 1.01 2.32
O2 1.63 -0.84 2.23
O3 1.65 1.11 0.52
P2 -0.81 0.88 3.04
O4 -0.57 -0.57 3.66
O5 -1.63 1.74 3.93
O6 -1.09 0.85 1.56
H1 1.24 3.66 2.35
H2 -0.37 3.24 2.44
H3 0.57 2.65 1.19
H4 2.40 2.59 4.26
H5 1.67 1.12 4.91
H6 0.73 2.60 4.92
H7 4.01 0.82 1.56
H8 0.19 -0.96 3.15
C3 -1.82 -3.25 2.04
N2 -2.49 -2.18 1.32
C4 -3.63 -1.52 1.74
C5 -3.84 -0.51 0.89
N3 -2.84 -0.57 -0.08
C6 -2.00 -1.58 0.22
S1 -0.55 -2.02 -0.58
C7 -2.67 0.44 -1.07
C8 -3.77 1.10 -1.50
C9 -3.57 2.26 -2.32
C10 -2.35 2.63 -2.70
C11 -1.14 1.82 -2.37
N4 -1.41 0.72 -1.47
H9 -2.09 -3.18 3.09
H10 -0.74 -3.12 1.93
H11 -2.10 -4.22 1.64
H12 -4.15 -1.80 2.64
H13 -4.56 0.29 0.90
H14 -4.76 0.77 -1.22
H15 -4.43 2.85 -2.61
H16 -2.17 3.51 -3.31
H17 0.50 2.81 -2.44
O7 0.36 2.05 -4.20
C12 -0.52 1.35 -3.73
O8 -0.12 2.61 -1.72
C13 -1.11 0.10 -4.42
O9 -2.15 0.34 -5.05
O10 -0.48 -0.96 -4.23
Cl1 4.55 0.21 -0.68
C14 3.76 -1.28 -1.17
C15 4.43 -2.47 -0.89
C16 3.91 -3.66 -1.33
C17 2.72 -3.67 -2.06
C18 2.06 -2.48 -2.31
C19 2.55 -1.24 -1.85
C20 1.70 -0.04 -2.11
H18 5.36 -2.43 -0.34
H19 4.42 -4.59 -1.11
H20 2.31 -4.60 -2.43
H21 1.14 -2.46 -2.89
H22 1.27 -0.14 -3.10
H23 2.26 0.89 -2.00

Its net charge is -1. Its multiplicity is 2. The value obtained for the HOMO energy (spin up / spin down) is -4.2 / -4.2 eV. As for the energy above the lowest of the compared OMol25 structures with the same formula, charge and spin: 280.4 kJ/mol. The LUMO energy (spin up / spin down) is 2.2 / 2.2 eV. The HOMO-LUMO gap (spin up / spin down) is 0.2340 / 0.2350 Ha.

Atom charges from the Löwdin analysis, given in e for atoms 1 to 6: 1.0775, 0.1774, -0.4894, -0.0783, 0.3443, -0.1480


No. 4
Formula: C20H23ClN4O10P2RuS
Source: OMol25
Level of theory: the ωB97M-V functional and the def2-TZVPD basis

Positions of all 62 atoms, in Å:
Ru1 0.57 -0.90 0.12
N1 2.67 2.16 2.94
C1 3.21 1.83 1.56
C2 4.39 2.74 1.28
P1 3.73 0.03 1.72
O1 5.02 -0.09 0.81
O2 4.05 -0.05 3.19
O3 2.67 -0.85 1.14
P2 1.76 2.20 0.47
O4 2.31 1.91 -0.97
O5 1.46 3.64 0.71
O6 0.70 1.19 0.92
H1 3.21 1.50 3.56
H2 1.68 1.94 2.96
H3 2.80 3.15 3.14
H4 5.20 2.57 2.00
H5 4.07 3.78 1.31
H6 4.78 2.53 0.29
H7 4.78 -0.46 -0.08
H8 2.38 0.94 -1.24
C3 -3.66 -3.08 -1.96
N2 -3.35 -3.16 -0.55
C4 -3.87 -4.06 0.35
C5 -3.31 -3.81 1.54
N3 -2.43 -2.74 1.39
C6 -2.47 -2.32 0.07
S1 -1.73 -1.08 -0.80
C7 -1.56 -2.34 2.45
C8 -1.77 -2.85 3.73
C9 -0.89 -2.51 4.74
C10 0.18 -1.67 4.46
C11 0.31 -1.21 3.16
N4 -0.55 -1.53 2.18
H9 -4.41 -3.84 -2.18
H10 -2.77 -3.25 -2.55
H11 -4.05 -2.09 -2.20
H12 -4.59 -4.80 0.06
H13 -3.47 -4.32 2.46
H14 -2.59 -3.51 3.97
H15 -1.03 -2.91 5.73
H16 0.91 -1.40 5.20
H17 1.14 -0.60 2.86
O7 2.75 -3.69 -2.00
C12 2.27 -2.74 -1.41
O8 1.27 -2.78 -0.58
C13 2.86 -1.29 -1.60
O9 4.06 -1.08 -1.63
O10 1.94 -0.39 -1.69
Cl1 -0.45 1.40 -5.32
C14 -1.60 2.42 -4.53
C15 -2.50 3.12 -5.30
C16 -3.45 3.95 -4.71
C17 -3.49 4.05 -3.32
C18 -2.60 3.35 -2.54
C19 -1.61 2.50 -3.11
C20 -0.73 1.80 -2.28
H18 -2.45 3.03 -6.38
H19 -4.14 4.50 -5.32
H20 -4.22 4.69 -2.85
H21 -2.62 3.44 -1.46
H22 -0.81 1.91 -1.21
H23 0.05 1.16 -2.68

Its net charge is -1. Its multiplicity is 6. The value obtained for the HOMO energy (spin up / spin down) is -4.3 / -4.9 eV. As for the energy above the lowest of the compared OMol25 structures with the same formula, charge and spin: 0.0 kJ/mol. The LUMO energy (spin up / spin down) is 2.0 / 1.9 eV. The HOMO-LUMO gap (spin up / spin down) is 0.2307 / 0.2496 Ha.

Atom charges from the Löwdin analysis, given in e for atoms 1 to 6: 1.1366, 0.1427, -0.4956, -0.0911, 0.3168, -0.1317


No. 5
Formula: C20H23ClN6O
Source: OMol25
Level of theory: the ωB97M-V functional and the def2-TZVPD basis

Positions of all 51 atoms, in Å:
C1 8.14 1.05 -1.19
N1 6.99 0.90 -0.34
C2 5.73 1.30 -0.57
C3 4.97 0.95 0.53
C4 3.52 1.17 0.76
N2 2.84 -0.10 0.97
C5 2.83 -0.97 -0.18
C6 1.84 -0.55 -1.28
C7 0.43 -0.34 -0.74
N3 -0.21 -1.60 -0.43
N4 0.46 -2.75 -0.47
C8 -0.38 -3.70 -0.10
C9 -1.63 -3.16 0.19
C10 -1.49 -1.81 -0.04
N5 -2.46 -0.82 0.14
C11 -2.81 0.14 -0.77
O1 -2.23 0.32 -1.82
C12 -3.93 1.03 -0.32
C13 -3.75 2.40 -0.56
C14 -4.72 3.31 -0.21
C15 -5.90 2.88 0.37
C16 -6.11 1.53 0.59
C17 -5.12 0.61 0.25
Cl1 -5.47 -1.07 0.50
C18 0.48 0.56 0.51
C19 1.50 0.02 1.52
C20 5.90 0.32 1.38
N6 7.10 0.30 0.85
H1 8.99 0.60 -0.68
H2 7.98 0.55 -2.14
H3 8.34 2.10 -1.37
H4 5.46 1.80 -1.48
H5 3.11 1.75 -0.08
H6 3.39 1.76 1.67
H7 3.84 -1.01 -0.59
H8 2.56 -1.98 0.16
H9 2.17 0.38 -1.74
H10 1.82 -1.33 -2.05
H11 -0.18 0.15 -1.51
H12 -0.05 -4.72 -0.06
H13 -2.51 -3.68 0.52
H14 -3.11 -1.01 0.88
H15 -2.84 2.71 -1.03
H16 -4.56 4.37 -0.39
H17 -6.67 3.59 0.65
H18 -7.03 1.18 1.03
H19 -0.51 0.61 0.98
H20 0.76 1.57 0.21
H21 1.54 0.67 2.40
H22 1.20 -0.98 1.84
H23 5.72 -0.11 2.34

Its net charge is 0. The value obtained for the HOMO energy is -8.0 eV. As for the energy above the lowest of the compared OMol25 structures with the same formula, charge and spin: 83.7 kJ/mol. The LUMO energy is 0.4 eV. The SMILES is Cn1cc(CN2CCC(n3nccc3NC(=O)c3ccccc3Cl)CC2)cn1. The HOMO-LUMO gap is 0.3100 Ha.

Atom charges from the Löwdin analysis, given in e for atoms 1 to 6: -0.0283, -0.2262, -0.0330, -0.2174, -0.1642, -0.1641


No. 6
Formula: C20H23CrN6O2S2
Source: OMol25
Level of theory: the ωB97M-V functional and the def2-TZVPD basis

Positions of all 54 atoms, in Å:
Cr1 -0.67 -0.19 2.43
C1 -4.16 -2.22 3.85
C2 -3.40 -1.25 2.98
O1 -2.15 -1.15 3.25
C3 -4.03 -0.58 1.96
C4 -3.38 0.32 1.09
C5 -4.22 1.01 0.05
N1 -2.09 0.59 1.18
N2 -1.62 1.54 0.28
C6 -0.37 1.77 0.50
O2 0.31 1.22 1.47
C7 0.37 2.68 -0.41
C8 -0.21 3.16 -1.57
C9 0.51 3.97 -2.43
C10 1.83 4.31 -2.13
C11 2.41 3.83 -0.97
C12 1.69 3.02 -0.10
H1 -3.61 -2.40 4.77
H2 -4.28 -3.17 3.32
H3 -5.16 -1.84 4.08
H4 -5.09 -0.74 1.81
H5 -5.15 0.46 -0.10
H6 -3.68 1.11 -0.89
H7 -4.46 2.02 0.38
H8 -1.24 2.89 -1.79
H9 0.05 4.35 -3.34
H10 2.39 4.95 -2.80
H11 3.43 4.10 -0.72
H12 2.13 2.64 0.81
S1 0.16 -2.29 1.94
C13 1.59 -1.68 2.70
S2 1.25 -0.44 3.83
C14 2.86 -2.12 2.36
C15 4.04 -1.57 2.95
N3 5.01 -1.13 3.39
C16 3.03 -3.06 1.31
N4 3.15 -3.78 0.42
N5 2.08 -1.52 -3.12
C17 2.69 -1.32 -1.75
C18 1.83 -0.30 -1.02
N6 0.44 -0.71 -0.94
C19 -0.14 -0.97 -2.23
C20 0.65 -2.00 -3.03
H13 2.65 -2.17 -3.66
H14 2.09 -0.62 -3.61
H15 3.72 -1.01 -1.89
H16 2.68 -2.29 -1.26
H17 1.88 0.67 -1.54
H18 2.22 -0.14 -0.01
H19 0.36 -1.50 -0.30
H20 -0.21 -0.03 -2.79
H21 -1.16 -1.34 -2.10
H22 0.29 -2.12 -4.05
H23 0.69 -2.96 -2.53

Its net charge is 0. Its multiplicity is 4. The value obtained for the HOMO energy (spin up / spin down) is -7.4 / -7.5 eV. As for the energy above the lowest of the compared OMol25 structures with the same formula, charge and spin: 9.9 kJ/mol. The LUMO energy (spin up / spin down) is -0.8 / -0.8 eV. The HOMO-LUMO gap (spin up / spin down) is 0.2456 / 0.2493 Ha.

Atom charges from the Löwdin analysis, given in e for atoms 1 to 6: 0.5558, -0.0099, -0.4344, -0.2035, -0.0272, -0.3072


No. 7
Formula: C20H23CrPSe2
Source: OMol25
Level of theory: the ωB97M-V functional and the def2-TZVPD basis

Positions of all 47 atoms, in Å:
C1 -1.15 0.78 -2.25
C2 1.30 -1.14 -3.22
C3 0.23 1.22 -2.62
H1 -1.97 1.47 -2.48
C4 2.30 -0.08 -3.68
H2 1.72 -2.16 -3.13
H3 0.41 2.22 -2.15
H4 3.36 -0.41 -3.74
C5 0.42 1.44 -4.21
H5 0.32 2.52 -4.41
H6 -0.34 0.92 -4.83
C6 -1.37 -0.59 -2.88
H7 -2.11 -0.48 -3.68
H8 -1.80 -1.28 -2.14
C7 -0.16 -1.33 -3.63
H9 -0.36 -1.20 -4.70
H10 -0.37 -2.40 -3.41
C8 1.82 0.98 -4.64
H11 1.80 0.68 -5.70
H12 2.55 1.82 -4.60
Cr1 1.73 0.21 -1.90
H13 -2.99 1.05 -0.48
Se1 0.40 -1.42 -0.49
P1 -0.36 -0.29 1.24
Se2 -1.66 1.45 0.09
C9 -1.62 -0.76 2.44
C10 -1.29 -0.77 3.82
C11 -2.30 -0.54 4.76
C12 -3.61 -0.25 4.35
C13 -3.93 -0.31 2.99
C14 -2.98 -0.71 2.06
C15 1.17 -0.03 2.17
C16 2.07 -1.10 2.38
C17 3.13 -0.94 3.26
C18 3.33 0.29 3.89
C19 2.49 1.38 3.61
C20 1.42 1.23 2.73
H14 -0.26 -0.92 4.14
H15 -2.04 -0.55 5.81
H16 -4.37 0.00 5.09
H17 -4.93 -0.04 2.65
H18 -3.27 -0.94 1.03
H19 1.94 -2.04 1.84
H20 3.80 -1.77 3.46
H21 4.14 0.41 4.61
H22 2.65 2.34 4.09
H23 0.77 2.07 2.47

Its net charge is 0. Its multiplicity is 5. The value obtained for the HOMO energy (spin up / spin down) is -6.2 / -6.9 eV. The LUMO energy (spin up / spin down) is -0.6 / -0.8 eV. The HOMO-LUMO gap (spin up / spin down) is 0.2080 / 0.2262 Ha.

Atom charges from the Löwdin analysis, given in e for atoms 1 to 6: -0.3164, -0.4065, -0.3926, 0.0643, -0.3453, 0.0854


No. 8
Formula: C20H23FN2O3S
Source: OMol25
Level of theory: the ωB97M-V functional and the def2-TZVPD basis

Positions of all 50 atoms, in Å:
C1 0.93 3.74 0.16
C2 -0.51 3.28 0.34
C3 -1.45 4.10 -0.54
C4 -0.69 1.77 0.06
N1 -0.20 1.39 -1.25
S1 -0.50 -0.18 -1.74
O1 0.24 -1.05 -0.88
O2 -0.19 -0.20 -3.14
C5 -2.24 -0.44 -1.49
C6 -2.64 -0.87 -0.31
C7 -4.01 -1.08 0.14
C8 -4.25 -1.18 1.51
C9 -5.53 -1.35 1.99
C10 -6.60 -1.44 1.10
C11 -6.37 -1.36 -0.26
C12 -5.09 -1.17 -0.74
C13 0.00 0.92 1.13
O3 -0.62 0.48 2.08
N2 1.32 0.79 0.97
C14 2.10 -0.09 1.83
C15 3.39 -0.49 1.16
C16 4.61 -0.22 1.77
C17 5.79 -0.59 1.15
C18 5.73 -1.21 -0.09
F1 6.88 -1.56 -0.70
C19 4.53 -1.48 -0.71
C20 3.35 -1.12 -0.08
H1 0.99 4.82 0.29
H2 1.58 3.28 0.89
H3 1.29 3.49 -0.84
H4 -0.80 3.43 1.39
H5 -1.41 5.15 -0.24
H6 -2.48 3.76 -0.44
H7 -1.16 4.04 -1.59
H8 -1.77 1.55 0.15
H9 -0.49 2.02 -1.98
H10 -2.85 -0.17 -2.34
H11 -1.87 -1.08 0.43
H12 -3.42 -1.10 2.20
H13 -5.71 -1.42 3.05
H14 -7.60 -1.59 1.48
H15 -7.20 -1.43 -0.95
H16 -4.91 -1.12 -1.81
H17 1.71 1.00 0.06
H18 1.49 -0.98 2.04
H19 2.29 0.42 2.78
H20 4.64 0.26 2.73
H21 6.75 -0.39 1.60
H22 4.52 -1.97 -1.67
H23 2.40 -1.33 -0.54

Its net charge is 0. The value obtained for the HOMO energy is -9.0 eV. As for the energy above the lowest of the compared OMol25 structures with the same formula, charge and spin: 25.2 kJ/mol. The LUMO energy is -0.1 eV. The SMILES is CC(C)[C@@H](NS(=O)(=O)/C=C/c1ccccc1)C(=O)NCc1ccc(F)cc1. The HOMO-LUMO gap is 0.3274 Ha.

Atom charges from the Löwdin analysis, given in e for atoms 1 to 6: -0.0640, -0.3597, -0.0635, -0.2778, -0.0757, 0.6335


No. 9
Formula: C20H23N3O2S2
Source: OMol25
Level of theory: the ωB97M-V functional and the def2-TZVPD basis

Positions of all 50 atoms, in Å:
O1 -0.25 -0.91 1.58
S1 -0.65 -1.12 0.16
O2 -2.08 -1.08 -0.09
N1 -0.03 0.24 -0.53
C1 1.41 0.50 -0.16
C2 1.83 1.77 -0.69
C3 1.62 2.93 0.23
C4 0.22 3.60 0.01
N2 -0.78 3.13 1.03
C5 -1.97 4.02 0.99
C6 -3.29 3.28 1.43
C7 -3.04 2.13 2.36
S2 -4.35 1.30 3.26
C8 -3.20 0.52 4.23
C9 -1.86 0.77 3.87
C10 -1.81 1.65 2.72
C11 -0.56 2.37 2.25
C12 0.25 -2.37 -0.70
C13 0.67 -3.52 0.01
N3 1.07 -4.62 -0.55
C14 1.41 -4.60 -1.83
C15 2.12 -5.66 -2.29
C16 2.64 -5.62 -3.59
C17 2.42 -4.52 -4.48
C18 1.54 -3.55 -3.97
C19 1.13 -3.53 -2.68
C20 0.45 -2.39 -2.10
H1 -0.60 0.95 -0.24
H2 2.13 -0.31 -0.61
H3 1.58 0.51 0.88
H4 1.55 1.94 -1.69
H5 2.89 1.70 -0.78
H6 1.68 2.67 1.24
H7 2.38 3.64 -0.07
H8 0.32 4.67 0.12
H9 -0.15 3.43 -1.02
H10 -2.22 4.58 0.05
H11 -1.92 4.80 1.75
H12 -3.81 4.10 1.93
H13 -3.86 2.95 0.48
H14 -3.51 -0.07 5.05
H15 -0.86 0.42 4.32
H16 -0.27 3.07 3.05
H17 0.09 1.57 2.10
H18 0.54 -3.63 1.13
H19 2.21 -6.47 -1.50
H20 2.97 -6.53 -4.00
H21 2.82 -4.51 -5.44
H22 1.15 -2.64 -4.52
H23 0.01 -1.57 -2.69

Its net charge is 0. The value obtained for the HOMO energy is -8.0 eV. As for the energy above the lowest of the compared OMol25 structures with the same formula, charge and spin: 559.6 kJ/mol. The LUMO energy is -0.6 eV. The SMILES is O=S(=O)(NCCCCN1CCc2sccc2C1)c1cnc2ccccc2c1. The HOMO-LUMO gap is 0.2693 Ha.

Atom charges from the Löwdin analysis, given in e for atoms 1 to 6: -0.3207, 0.6742, -0.2783, -0.0939, -0.2276, -0.2498


Question: Which value of net charge does entry 8 give?
Answer: 0


Question: Look up the net charge of the first one.
Answer: 0


Question: Which formula does entry 6 have?
Answer: C20H23CrN6O2S2